No. 1
The following is a quantum chemistry calculation of the molecule C3H6OS, from OMol25.

- energy above the lowest of the compared OMol25 structures with the same formula, charge and spin (kcal/mol) = 26.64
- LUMO level (eV) = 0.616
- E (hartree) = -591.29056
- SMILES = CCSC=O

Structure (ORCA input):
```
! RIJCOSX wB97M-V def2-TZVPD def2/J DEFGRID3
* xyz 0 1
C 1.68557 -0.20343 -0.33145
C 0.41652 0.01623 0.62488
C -2.31517 0.08314 -0.25087
H 2.35330 0.63611 -0.09054
H 1.53249 -0.04880 -1.40328
H 2.26190 -1.12389 -0.15166
H -0.00241 0.98742 0.67834
H 0.55006 -0.35699 1.57379
H -2.03480 1.13223 -0.71215
O -3.46285 -0.19347 0.06846
S -0.98461 -0.92854 -0.00553
*
```



No. 2
The following is a quantum chemistry calculation of the molecule C3H6OS, from OMol25.

- energy above the lowest of the compared OMol25 structures with the same formula, charge and spin (kcal/mol) = 53.62
- LUMO level (eV) = 0.921
- E (hartree) = -591.24755

Structure (ORCA input):
```
! RIJCOSX wB97M-V def2-TZVPD def2/J DEFGRID3
* xyz 0 1
C -0.47156 -1.17510 0.19610
C 0.07054 0.08402 -0.37338
C 1.15670 0.88526 0.20827
O -2.72935 0.08838 -0.44221
S -1.59610 0.21114 0.47704
H -0.95571 -1.84209 -0.53595
H -0.14435 -1.82118 1.09410
H 0.24738 0.16749 -1.51974
H 1.01220 1.23368 1.33796
H 1.30328 1.85492 -0.46873
H 2.10697 0.31348 0.02654
*
```



No. 3
The following is a quantum chemistry calculation of a structure of composition C3H6OS, from OMol25.

- energy above the lowest of the compared OMol25 structures with the same formula, charge and spin (kcal/mol) = 91.85
- LUMO level (eV) = 0.597
- E (hartree) = -591.18663

Structure (ORCA input):
```
! RIJCOSX wB97M-V def2-TZVPD def2/J DEFGRID3
* xyz 0 1
C -0.72582 -0.41436 -0.11763
C -0.18474 0.39039 -1.16666
C 0.14705 0.67599 0.31953
H -0.30421 -1.21724 1.82728
H -1.75726 -0.15950 0.33205
H 0.59607 0.00195 -1.79809
H -0.55711 1.22795 -1.78785
H -0.54223 1.32806 0.84977
H 2.12579 -0.19498 0.06204
O 1.45173 0.41275 0.89013
S -0.24927 -2.05100 0.58942
*
```



No. 4
The following is a quantum chemistry calculation of a cluster of 2 separate species, C3H6OS2 in total, from OMol25.

- energy above the lowest of the compared OMol25 structures with the same formula, charge and spin (kcal/mol) = 85.89
- LUMO level (spin up / spin down) (eV) = -1.292 / -1.049
- E (hartree) = -989.39165

Structure (ORCA input):
```
! RIJCOSX wB97M-V def2-TZVPD def2/J DEFGRID3
* xyz 0 1
C 0.17857 1.62499 -0.75568
C 0.61353 0.80243 0.14255
C 0.39666 -0.57326 0.07869
O 0.28955 -1.23954 -1.08625
S 0.89246 -1.54979 1.36784
S -2.26902 -0.60119 0.52148
H 0.30894 2.59830 -0.61894
H -0.34023 1.40421 -1.62334
H 1.15740 1.16568 1.08530
H 0.00151 -0.65157 -1.79525
H 0.45551 -2.63562 0.86183
H -1.68487 -0.34463 1.82178
*
```



No. 5
The following is a quantum chemistry calculation of the molecule C3H6OS2, from OMol25.

- energy above the lowest of the compared OMol25 structures with the same formula, charge and spin (kcal/mol) = 35.38
- LUMO level (eV) = 0.452
- E (hartree) = -989.47214
- SMILES = O=CCCSS

Structure (ORCA input):
```
! RIJCOSX wB97M-V def2-TZVPD def2/J DEFGRID3
* xyz 0 1
C 0.79977 -1.20464 -0.91302
C 0.84678 -2.31723 0.01519
O 0.08671 -3.30568 0.04156
C -0.50460 -0.42597 -0.67023
S -0.55823 1.38944 -0.58416
S 0.02897 1.93696 1.26725
H 1.64268 -0.56070 -0.72969
H 0.87694 -1.61228 -2.00922
H 1.70250 -2.21946 0.65722
H -1.33932 -0.66605 -1.38240
H -1.06037 -0.93816 0.19248
H -0.89957 2.90683 1.41818
*
```



No. 6
The following is a quantum chemistry calculation of the molecule C3H6OS3, from OMol25.

- energy above the lowest of the compared OMol25 structures with the same formula, charge and spin (kcal/mol) = 29.81
- LUMO level (spin up / spin down) (eV) = -1.257 / -1.617
- E (hartree) = -1387.61269

Structure (ORCA input):
```
! RIJCOSX wB97M-V def2-TZVPD def2/J DEFGRID3
* xyz 0 1
C 0.52163 -0.14032 1.02263
C -0.99660 -0.39019 1.04245
C 1.01357 0.88034 -0.04532
O -0.64427 -0.81441 -3.62687
S -1.65286 -1.36116 -0.29994
S 1.22409 0.08339 -1.68484
S -0.70022 0.14461 -2.55751
H 0.76734 0.17256 2.07601
H 0.97271 -1.07592 1.12810
H -1.19645 -1.04015 1.95685
H -1.45620 0.66259 1.14145
H 0.15674 1.63980 -0.32502
H 1.99051 1.23886 0.17199
*
```



No. 7
The following is a quantum chemistry calculation of the molecule C3H6OS3, from OMol25.

- energy above the lowest of the compared OMol25 structures with the same formula, charge and spin (kcal/mol) = 69.21
- LUMO level (spin up / spin down) (eV) = 0.514 / -2.671
- ⟨S²⟩ = 2.01
- E (hartree) = -1387.49060

Structure (ORCA input):
```
! RIJCOSX wB97M-V def2-TZVPD def2/J DEFGRID3
* xyz 0 3
C 0.63971 0.17345 -0.26428
C -0.73637 0.43733 0.19455
C 1.80411 -0.48376 0.69313
O -0.73754 -0.48168 -2.40545
S -1.50036 1.83121 -0.65266
S -1.14999 -0.04852 1.80182
S -0.45714 -1.01940 -1.11585
H 0.89760 0.97138 -1.02374
H 1.84647 0.15795 1.60146
H 2.62435 -0.41005 0.05872
H 1.56248 -1.53033 0.87798
H -2.32905 1.09101 -1.47016
H -2.46427 -0.68858 1.70447
*
```



No. 8
The following is a quantum chemistry calculation of the molecule C3H6P2, from OMol25.

- energy above the lowest of the compared OMol25 structures with the same formula, charge and spin (kcal/mol) = 105.07
- LUMO level (spin up / spin down) (eV) = -0.602 / -0.233
- E (hartree) = -800.39585

Structure (ORCA input):
```
! RIJCOSX wB97M-V def2-TZVPD def2/J DEFGRID3
* xyz 0 1
C 0.20648 -0.16880 1.30748
C 0.72693 1.22249 0.82173
C 0.02129 1.45028 -0.40647
P -0.48955 -1.60473 0.89714
P -0.14958 -1.86775 -1.22917
H 0.59093 1.85257 1.74192
H 1.81716 1.00292 0.87221
H 0.12175 0.87878 -1.24544
H -0.87163 1.99916 -0.25313
H -1.42793 -1.62340 -1.32492
H -0.54586 -3.14152 -1.18136
*
```



No. 9
The following is a quantum chemistry calculation of the molecule C3H6P2, from OMol25.

- energy above the lowest of the compared OMol25 structures with the same formula, charge and spin (kcal/mol) = 37.99
- LUMO level (eV) = -0.088
- E (hartree) = -800.50275
- SMILES = C=C/P=C/P

Structure (ORCA input):
```
! RIJCOSX wB97M-V def2-TZVPD def2/J DEFGRID3
* xyz 0 1
C -1.49679 0.06794 0.00228
C 1.05894 -0.62620 0.12340
C -2.65067 0.16354 -0.68833
P 2.74683 -1.25952 0.68064
P -0.41395 -1.37622 0.09860
H -3.25022 1.15345 -0.78799
H -3.17810 -0.73183 -1.10789
H 2.52056 -2.44937 0.11768
H 3.54695 -1.09094 -0.37551
H 0.93263 0.48760 0.21125
H -1.06144 1.03637 0.42874
*
```



No. 10
The following is a quantum chemistry calculation of the molecule C3H6S, from OMol25.

- energy above the lowest of the compared OMol25 structures with the same formula, charge and spin (kcal/mol) = 27.07
- LUMO level (eV) = 1.035
- E (hartree) = -516.02268
- SMILES = C=CSC

Structure (ORCA input):
```
! RIJCOSX wB97M-V def2-TZVPD def2/J DEFGRID3
* xyz 0 1
C -0.15538 -0.63490 2.21794
C -0.40851 -0.04198 0.98976
C 0.30720 0.37474 -1.97431
S 0.67033 -0.48650 -0.39251
H -0.63252 -0.07708 3.01850
H 0.21667 -1.64107 2.46828
H -0.81027 0.97595 0.87789
H 0.96931 -0.15112 -2.75865
H 0.55074 1.36617 -1.94189
H -0.70758 0.31580 -2.50500
*
```